C10H11N2OS | ωB97M-V/def2-TZVPD

Each line ends with the Mulliken charge.
Geometry (Å):
H1 -1.202 -0.028 -3.106  0.31
S1 0.776 -1.481 0.175  -0.07
H2 -2.964 -0.659 0.166  0.29
H3 4.346 0.933 2.553  0.31
H4 -3.279 -3.040 0.902  0.33
N1 -1.947 -0.030 -2.333  -0.72
N2 -0.386 -0.486 -0.622  0.13
C1 1.520 -0.051 0.837  0.65
H5 -2.074 -3.556 -0.198  0.28
C2 0.955 1.146 0.429  0.00
C3 -0.173 0.797 -0.436  0.58
H6 3.186 3.127 1.888  0.49
H7 3.052 -1.214 1.889  0.28
C4 -1.515 -1.076 -1.338  0.12
H8 0.879 3.264 0.662  0.30
C5 1.591 2.352 0.734  -0.43
O1 -0.858 1.729 -1.006  -0.51
H9 -1.196 -1.916 -1.943  0.52
H10 -2.942 -0.152 -2.669  0.26
H11 -1.664 1.303 -1.528  0.56
C6 -2.513 -2.658 0.246  -0.72
C7 2.760 -0.143 1.601  -0.45
C8 -2.510 -1.457 -0.340  -0.53
C9 3.397 1.042 1.894  -0.41
C10 2.762 2.255 1.543  -0.56

Results
Energy above the lowest of the compared OMol25 structures with the same formula, charge and spin in kJ/mol: 120.8
Net charge: +1
HOMO-LUMO gap in Eh: 0.320



C10H11N2OS | ωB97M-V/def2-TZVPD

Each line ends with the Mulliken charge.
Geometry (Å):
C1 -3.631 0.403 -0.280  -0.56
H1 1.600 1.981 -0.720  0.43
H2 -4.682 0.411 -0.522  0.42
C2 1.854 0.930 -0.588  -0.62
N1 -0.931 -2.051 0.195  -0.08
C3 -2.971 1.599 -0.027  -0.75
H3 1.596 0.350 -1.471  0.40
H4 -1.092 2.498 0.507  0.47
H5 5.097 -0.254 -0.372  0.28
O1 1.066 1.027 1.971  -0.61
C4 4.081 -0.149 -0.706  -0.73
S1 0.792 0.325 0.768  1.15
C5 3.269 0.739 -0.162  -0.08
H6 0.699 -3.208 0.714  0.42
C6 -1.623 1.586 0.286  -0.54
H7 -3.506 2.534 -0.069  0.42
C7 -0.944 0.379 0.333  0.50
H8 -3.483 -1.730 -0.390  0.36
H9 3.776 -0.785 -1.521  0.24
N2 1.157 -1.250 0.880  -0.48
C8 -2.959 -0.803 -0.213  -0.70
C9 -1.599 -0.831 0.099  0.45
C10 0.334 -2.191 0.607  0.06
H10 -1.490 -2.879 0.027  0.24
H11 3.590 1.370 0.653  0.34

Results
Energy above the lowest of the compared OMol25 structures with the same formula, charge and spin in kJ/mol: 116.0
Net charge: +1
HOMO-LUMO gap in Eh: 0.355



C10H11N2S2 | ωB97M-V/def2-TZVPD

Each line ends with the Mulliken charge.
Geometry (Å):
H1 -2.637 -0.307 2.928  0.27
C1 -1.912 0.466 2.416  -0.64
H2 2.688 -2.344 -2.727  0.32
H3 0.102 -0.578 1.939  0.41
C2 -2.618 1.579 2.070  -0.11
H4 -0.188 3.201 0.420  0.33
C3 1.651 -1.888 -2.938  -0.17
H5 0.590 -3.731 -2.897  0.36
C4 1.190 1.060 0.639  -0.62
C5 -0.702 2.409 0.948  0.17
C6 0.585 -0.269 -1.064  0.50
H6 -2.504 3.491 1.189  0.39
C7 -2.065 2.515 1.225  -0.79
C8 -0.610 0.235 1.858  0.08
H7 1.685 -1.622 -3.965  0.42
H8 1.508 2.017 0.159  0.46
H9 -3.638 1.810 2.354  0.40
S1 1.933 -0.256 -2.012  -0.01
H10 -0.389 -2.377 -2.679  0.36
C9 0.570 -2.730 -2.435  -1.37
C10 2.140 0.196 1.381  0.26
N1 -0.022 1.296 1.238  0.17
N2 2.834 -0.473 2.021  -0.41
H11 0.665 -2.897 -1.339  0.37
S2 -0.854 -0.800 -0.729  -0.15

Results
Energy above the lowest of the compared OMol25 structures with the same formula, charge and spin in kJ/mol: 215.5
Net charge: +1
HOMO-LUMO gap in Eh: 0.286